DFT (the ωB97M-V functional and the def2-TZVPD basis) results for C34H46GeN4O6PS2Ti as an isolated structure.

## Properties
* Kohn-Sham gap (alpha / beta): 0.285 / 0.297 Eh
* 2S+1: 2
* <S²>: 0.7532
* energy above the lowest of the compared OMol25 structures with the same formula, charge and spin: 22.3 kcal/mol
* HOMO (alpha / beta): -13.36 / -13.47 eV
* net charge: +2

Atoms and positions in Å:
Ti (0.605, 0.868, 1.087)
C (-4.293, 1.237, 3.088)
N (-3.354, 0.758, 2.064)
C (-3.925, 0.333, 0.776)
C (-2.065, 0.795, 2.252)
O (-1.248, 0.325, 1.425)
C (-1.496, 1.414, 3.506)
O (-0.092, 1.391, 3.327)
C (0.632, 2.423, 3.967)
C (1.909, 2.571, 3.164)
O (2.079, 1.773, 2.204)
N (2.769, 3.502, 3.468)
C (3.951, 3.737, 2.626)
C (2.561, 4.468, 4.551)
H (-4.427, 2.317, 3.026)
H (-5.254, 0.763, 2.917)
H (-3.958, 0.968, 4.087)
H (-4.604, 1.110, 0.426)
H (-3.136, 0.192, 0.048)
H (-4.483, -0.593, 0.902)
H (-1.866, 2.435, 3.610)
H (-1.777, 0.841, 4.390)
H (0.072, 3.359, 3.946)
H (0.851, 2.156, 5.000)
H (4.133, 2.879, 1.991)
H (3.777, 4.615, 2.004)
H (4.812, 3.911, 3.268)
H (1.690, 4.221, 5.151)
H (3.436, 4.475, 5.197)
H (2.430, 5.463, 4.128)
N (3.085, 0.968, -1.027)
C (2.212, 0.928, -0.288)
H (3.630, 1.004, -1.873)
C (-3.037, -0.822, -3.708)
C (-1.740, -0.630, -4.464)
C (-0.896, -1.890, -4.475)
O (-1.083, 0.555, -3.856)
P (0.252, 0.759, -3.069)
S (1.887, 0.241, -3.941)
S (-0.357, -0.143, -1.188)
O (0.219, 2.248, -2.591)
C (-0.592, 3.413, -3.035)
C (-0.456, 3.641, -4.523)
C (-2.020, 3.264, -2.553)
H (-3.613, -1.624, -4.173)
H (-3.639, 0.088, -3.720)
H (-2.827, -1.102, -2.672)
H (-1.939, -0.312, -5.483)
H (-0.687, -2.226, -3.456)
H (0.040, -1.755, -5.010)
H (-1.469, -2.673, -4.976)
H (-0.107, 4.224, -2.499)
H (-0.990, 2.880, -5.091)
H (0.592, 3.640, -4.823)
H (-0.880, 4.615, -4.772)
H (-2.547, 2.503, -3.131)
H (-2.542, 4.215, -2.676)
H (-2.034, 2.991, -1.496)
C (-3.155, -4.747, -1.392)
C (-3.277, -3.694, -0.490)
C (-2.163, -2.939, -0.152)
C (-0.916, -3.248, -0.700)
C (-0.798, -4.306, -1.597)
C (-1.920, -5.048, -1.948)
Ge (0.625, -2.127, -0.375)
C (2.267, -2.863, -1.058)
C (3.038, -3.580, -0.138)
C (4.160, -4.276, -0.566)
C (4.515, -4.262, -1.909)
C (3.739, -3.566, -2.828)
C (2.610, -2.873, -2.409)
C (0.952, -1.656, 1.534)
C (0.035, -1.992, 2.546)
C (0.366, -1.854, 3.880)
C (1.623, -1.373, 4.243)
C (2.550, -1.054, 3.268)
C (2.223, -1.201, 1.920)
H (-4.026, -5.334, -1.655)
H (-4.244, -3.470, -0.051)
H (-2.269, -2.093, 0.519)
H (0.171, -4.557, -2.017)
H (-1.827, -5.864, -2.655)
H (2.764, -3.611, 0.911)
H (4.753, -4.835, 0.148)
H (5.391, -4.804, -2.241)
H (4.006, -3.569, -3.880)
H (2.008, -2.344, -3.134)
H (-0.923, -2.420, 2.278)
H (-0.343, -2.147, 4.645)
H (1.888, -1.295, 5.292)
H (3.548, -0.736, 3.545)
H (2.999, -1.082, 1.180)
O (1.072, 4.736, 0.788)
C (0.484, 3.714, 0.734)
N (-0.116, 2.663, 0.740)

---

DFT (the ωB97M-V functional and the def2-TZVPD basis) results for C34H46N8OPS2TeTi as an isolated structure.

## Properties
* Kohn-Sham gap (alpha / beta): 0.254 / 0.187 Eh
* 2S+1: 2
* <S²>: 0.7623
* energy above the lowest of the compared OMol25 structures with the same formula, charge and spin: 62.3 kcal/mol
* HOMO (alpha / beta): -12.53 / -12.50 eV
* net charge: +2

Atoms and positions in Å:
Ti (0.699, 0.273, 0.069)
C (5.526, 1.177, 0.688)
N (4.946, 0.377, -0.379)
C (5.401, 0.410, -1.690)
C (4.508, -0.213, -2.461)
N (3.447, -0.617, -1.632)
C (3.660, -0.099, -0.354)
S (2.297, 1.713, -0.192)
C (2.314, -1.263, -2.141)
C (2.492, -2.188, -3.167)
C (1.390, -2.794, -3.731)
C (0.122, -2.470, -3.264)
C (0.025, -1.554, -2.245)
N (1.090, -0.951, -1.684)
H (6.544, 1.433, 0.410)
H (5.558, 0.618, 1.621)
H (4.946, 2.091, 0.829)
H (6.335, 0.875, -1.953)
H (4.494, -0.369, -3.524)
H (3.491, -2.453, -3.481)
H (1.518, -3.526, -4.518)
H (-0.768, -2.926, -3.673)
H (-0.941, -1.262, -1.850)
C (0.100, 1.574, -3.725)
N (-1.187, 2.059, -3.236)
C (-2.041, 2.671, -4.252)
P (-1.533, 2.238, -1.647)
O (-0.785, 1.126, -0.905)
N (-3.124, 2.080, -1.312)
C (-3.728, 0.751, -1.267)
C (-4.099, 3.159, -1.461)
N (-1.135, 3.750, -1.178)
C (-0.166, 4.577, -1.893)
C (-1.535, 4.287, 0.117)
H (-0.029, 0.653, -4.300)
H (0.779, 1.389, -2.896)
H (0.558, 2.321, -4.379)
H (-2.358, 1.922, -4.979)
H (-1.505, 3.462, -4.781)
H (-2.927, 3.107, -3.799)
H (-2.968, -0.005, -1.084)
H (-4.242, 0.516, -2.204)
H (-4.452, 0.713, -0.452)
H (-3.600, 4.120, -1.542)
H (-4.754, 3.175, -0.588)
H (-4.719, 3.008, -2.349)
H (0.080, 4.137, -2.855)
H (0.755, 4.678, -1.314)
H (-0.581, 5.572, -2.062)
H (-2.204, 3.596, 0.626)
H (-2.051, 5.242, -0.013)
H (-0.657, 4.463, 0.746)
S (4.334, -4.865, 0.736)
C (3.418, -3.384, 0.990)
C (4.015, -2.202, 0.824)
C (3.248, -0.902, 0.879)
N (1.781, -1.044, 0.939)
C (1.270, -2.309, 1.216)
C (1.985, -3.438, 1.256)
C (3.653, -5.906, 2.006)
C (3.552, -5.463, 3.317)
C (3.020, -6.331, 4.260)
N (2.625, -7.568, 3.974)
C (2.753, -7.988, 2.721)
C (3.251, -7.194, 1.694)
H (5.083, -2.130, 0.656)
H (3.573, -0.319, 1.749)
H (0.201, -2.350, 1.385)
H (1.502, -4.380, 1.470)
H (3.886, -4.474, 3.604)
H (2.917, -6.019, 5.293)
H (2.434, -9.004, 2.519)
H (3.316, -7.575, 0.684)
C (-6.561, 1.150, 2.764)
C (-5.068, 1.250, 2.672)
C (-4.314, 0.264, 2.034)
C (-2.937, 0.344, 1.944)
C (-2.202, -0.796, 1.292)
C (-2.272, 1.447, 2.517)
Te (-0.188, 1.631, 2.401)
C (-3.009, 2.440, 3.192)
C (-2.399, 3.646, 3.860)
C (-4.392, 2.320, 3.242)
H (-6.934, 0.244, 2.290)
H (-7.037, 2.009, 2.288)
H (-6.880, 1.146, 3.807)
H (-4.823, -0.595, 1.612)
H (-2.900, -1.549, 0.929)
H (-1.522, -1.279, 1.995)
H (-1.637, -0.446, 0.417)
H (-1.324, 3.567, 4.000)
H (-2.852, 3.795, 4.839)
H (-2.598, 4.547, 3.275)
H (-4.958, 3.085, 3.763)

---

DFT (the ωB97M-V functional and the def2-TZVPD basis) results for a 7-piece molecular cluster, C34H46O17 overall.

## Properties
* structure (SMILES): C=CCC1=C(CCOC=O)C(=O)OC1=O.O=C1CCCO1.O=C1CCCO1.O=C1CCCO1.O=C1CCCO1.O=C1CCCO1.O=C1CCCO1
* Kohn-Sham gap: 0.218 Eh
* HOMO: -7.30 eV
* net charge: 0

Atoms and positions in Å:
C (0.869, -0.928, -1.889)
C (0.073, -0.238, -0.796)
C (-0.146, 1.378, -0.984)
C (-1.398, 2.011, -0.134)
C (-2.757, 2.364, -0.680)
C (-3.395, 2.203, -2.181)
C (-4.785, 1.285, -2.205)
O (-5.075, 0.624, -0.923)
C (-4.364, -0.657, -0.780)
O (-4.513, -1.332, 0.392)
C (-3.552, 3.001, 0.626)
O (-4.602, 3.848, 0.509)
O (-2.877, 2.511, 1.858)
C (-1.437, 2.395, 1.491)
O (-0.342, 2.521, 2.284)
H (2.053, -0.794, -1.947)
H (0.365, -1.554, -2.743)
H (-0.301, -0.891, 0.108)
H (-0.274, 1.558, -2.157)
H (0.855, 1.925, -0.673)
H (-2.598, 1.672, -2.880)
H (-3.594, 3.263, -2.693)
H (-4.739, 0.461, -3.067)
H (-5.683, 2.047, -2.394)
H (-3.668, -1.146, -1.597)
O (-2.008, -2.765, 0.307)
C (-1.804, -2.917, 1.500)
C (-2.375, -2.067, 2.594)
C (-1.508, -2.440, 3.770)
C (-1.116, -3.859, 3.454)
O (-1.048, -3.923, 2.030)
H (-3.420, -2.346, 2.755)
H (-2.290, -1.005, 2.354)
H (-2.012, -2.337, 4.735)
H (-0.615, -1.802, 3.785)
H (-1.860, -4.583, 3.801)
H (-0.143, -4.118, 3.881)
O (1.292, 5.976, -0.723)
C (1.496, 5.824, 0.470)
C (0.925, 6.674, 1.565)
C (1.792, 6.301, 2.741)
C (2.184, 4.881, 2.424)
O (2.252, 4.817, 1.000)
H (-0.120, 6.395, 1.725)
H (1.010, 7.736, 1.324)
H (1.288, 6.404, 3.705)
H (2.685, 6.938, 2.755)
H (1.440, 4.157, 2.772)
H (3.157, 4.622, 2.851)
O (1.755, -0.714, -5.524)
C (2.208, -1.841, -5.407)
C (3.150, -2.503, -6.367)
C (3.055, -3.951, -5.955)
C (2.730, -3.856, -4.487)
O (1.955, -2.666, -4.349)
H (4.155, -2.102, -6.214)
H (2.826, -2.358, -7.400)
H (3.963, -4.524, -6.159)
H (2.225, -4.430, -6.488)
H (3.629, -3.762, -3.868)
H (2.150, -4.716, -4.142)
O (-5.088, 9.537, 3.937)
C (-5.490, 8.529, 3.380)
C (-5.720, 7.204, 4.041)
C (-5.817, 6.273, 2.859)
C (-6.362, 7.168, 1.778)
O (-5.835, 8.464, 2.061)
H (-6.655, 7.244, 4.606)
H (-4.885, 6.938, 4.694)
H (-6.440, 5.394, 3.045)
H (-4.814, 5.925, 2.583)
H (-7.455, 7.224, 1.796)
H (-6.039, 6.849, 0.782)
O (1.240, -5.813, 5.445)
C (0.839, -6.821, 4.888)
C (0.608, -8.146, 5.549)
C (0.512, -9.077, 4.367)
C (-0.033, -8.182, 3.285)
O (0.493, -6.886, 3.568)
H (-0.327, -8.106, 6.113)
H (1.444, -8.411, 6.201)
H (-0.111, -9.956, 4.552)
H (1.514, -9.425, 4.090)
H (-1.127, -8.126, 3.303)
H (0.289, -8.501, 2.290)
O (6.362, -1.829, -7.134)
C (6.712, -1.531, -6.004)
C (8.089, -1.723, -5.442)
C (7.851, -1.566, -3.962)
C (6.671, -0.631, -3.914)
O (5.905, -0.931, -5.080)
H (8.746, -0.942, -5.834)
H (8.478, -2.714, -5.683)
H (8.720, -1.189, -3.416)
H (7.574, -2.535, -3.529)
H (6.971, 0.421, -3.955)
H (6.059, -0.791, -3.021)

---

DFT (the ωB97M-V functional and the def2-TZVPD basis) results for C34H47As2N3O12PV as an isolated structure.

## Properties
* Kohn-Sham gap (alpha / beta): 0.121 / 0.119 Eh
* energy above the lowest of the compared OMol25 structures with the same formula, charge and spin: 92.5 kcal/mol
* HOMO (alpha / beta): -17.97 / -18.00 eV
* net charge: +4

Atoms and positions in Å:
V (0.221, -0.727, 1.104)
O (-0.607, -2.363, -0.952)
C (0.579, -2.467, -1.739)
C (1.327, -1.110, -1.451)
O (2.119, -0.602, -2.185)
O (0.931, -0.641, -0.314)
C (0.332, -2.491, -3.232)
C (1.427, -2.676, -4.098)
C (1.232, -2.857, -5.456)
C (-0.053, -2.785, -5.974)
C (-1.137, -2.567, -5.124)
C (-0.950, -2.376, -3.764)
C (1.475, -3.592, -1.222)
C (1.906, -4.643, -2.036)
C (2.708, -5.650, -1.533)
C (3.066, -5.660, -0.195)
C (2.612, -4.640, 0.638)
C (1.829, -3.619, 0.128)
H (-1.116, -3.179, -1.077)
H (2.432, -2.624, -3.704)
H (2.077, -3.018, -6.106)
H (-0.204, -2.873, -7.040)
H (-2.137, -2.596, -5.529)
H (-1.803, -2.209, -3.122)
H (1.566, -4.708, -3.061)
H (3.038, -6.450, -2.183)
H (3.689, -6.448, 0.200)
H (2.908, -4.645, 1.677)
H (1.470, -2.822, 0.801)
C (-2.977, 4.409, -4.809)
O (-2.542, 3.052, -4.890)
C (-2.150, 2.300, -3.945)
O (-1.691, 1.149, -4.230)
C (-2.022, 2.508, -2.496)
C (-2.923, 2.934, -1.613)
As (-2.911, 3.156, 0.363)
C (-4.606, 2.260, 0.787)
C (-1.422, 1.855, 0.590)
C (-1.287, 0.612, 1.021)
As (-0.554, 1.114, -2.511)
C (0.892, 2.019, -3.465)
C (-2.276, -0.280, 1.631)
O (-3.358, -0.064, 2.077)
O (-1.649, -1.496, 1.659)
C (-2.346, -2.598, 2.267)
C (-0.212, 2.564, 0.108)
O (0.579, 2.036, -0.677)
O (-0.097, 3.762, 0.583)
C (1.008, 4.589, 0.185)
C (-4.141, 3.779, -1.949)
O (-4.143, 4.854, -1.401)
O (-5.096, 3.362, -2.720)
C (-5.235, 2.020, -3.166)
H (-4.056, 4.447, -4.980)
H (-2.492, 4.926, -5.639)
H (-2.725, 4.887, -3.862)
H (-5.416, 2.921, 0.469)
H (-4.686, 2.146, 1.869)
H (-4.720, 1.281, 0.322)
H (0.759, 3.101, -3.526)
H (0.944, 1.598, -4.470)
H (1.831, 1.803, -2.957)
H (-3.099, -2.992, 1.578)
H (-2.846, -2.261, 3.181)
H (-1.611, -3.372, 2.490)
H (0.644, 5.330, -0.529)
H (1.799, 3.986, -0.261)
H (1.355, 5.115, 1.073)
H (-4.912, 1.927, -4.205)
H (-6.302, 1.796, -3.118)
H (-4.677, 1.324, -2.535)
C (2.794, -0.987, 5.978)
N (2.054, -1.217, 4.751)
C (1.692, -2.597, 4.492)
P (1.728, 0.030, 3.721)
O (0.710, -0.528, 2.701)
N (3.084, 0.576, 2.923)
C (4.022, -0.430, 2.448)
C (2.878, 1.630, 1.943)
N (1.029, 1.349, 4.428)
C (1.789, 2.442, 5.014)
C (-0.328, 1.201, 4.931)
H (3.728, -1.554, 5.982)
H (2.207, -1.318, 6.838)
H (3.025, 0.069, 6.086)
H (2.588, -3.205, 4.336)
H (1.055, -2.659, 3.605)
H (1.156, -3.011, 5.350)
H (4.209, -1.174, 3.219)
H (4.967, 0.064, 2.219)
H (3.655, -0.916, 1.528)
H (2.520, 1.219, 0.980)
H (3.832, 2.129, 1.764)
H (2.163, 2.360, 2.320)
H (2.813, 2.428, 4.651)
H (1.798, 2.381, 6.104)
H (1.324, 3.396, 4.754)
H (-0.766, 0.277, 4.550)
H (-0.941, 2.047, 4.606)
H (-0.346, 1.179, 6.022)

---

DFT (the ωB97M-V functional and the def2-TZVPD basis) results for C34H47AsN3O4S5Sn as an isolated structure.

## Properties
* Kohn-Sham gap: 0.235 Eh
* energy above the lowest of the compared OMol25 structures with the same formula, charge and spin: 5.3 kcal/mol
* HOMO: -4.30 eV
* net charge: -1

Atoms and positions in Å:
Sn (-1.398, -1.040, 1.110)
C (-4.573, -0.444, 4.125)
C (-4.753, 0.941, 3.546)
S (-3.261, 1.516, 2.653)
C (-3.997, 2.255, 1.153)
C (-4.860, 1.329, 0.312)
S (-3.933, -0.189, -0.214)
C (-4.988, -1.593, 0.277)
C (-5.514, -1.686, 1.699)
S (-4.198, -1.810, 2.966)
H (-5.455, -0.726, 4.704)
H (-3.701, -0.441, 4.778)
H (-4.930, 1.634, 4.369)
H (-5.589, 0.996, 2.853)
H (-3.123, 2.570, 0.583)
H (-4.564, 3.140, 1.453)
H (-5.140, 1.871, -0.593)
H (-5.768, 1.025, 0.826)
H (-4.303, -2.422, 0.073)
H (-5.829, -1.640, -0.421)
H (-6.097, -2.607, 1.773)
H (-6.159, -0.851, 1.962)
O (-1.469, -4.444, -0.121)
S (-0.913, -3.208, -0.597)
O (-0.281, -3.300, -1.886)
O (0.024, -2.634, 0.444)
O (-2.043, -2.165, -0.646)
C (2.323, 0.099, 3.926)
N (1.687, -0.779, 4.861)
C (2.438, -1.836, 5.510)
C (1.373, -2.592, 6.321)
N (0.151, -2.004, 5.830)
C (0.363, -0.940, 5.023)
S (-0.845, 0.030, 4.457)
H (3.020, 0.759, 4.450)
H (1.569, 0.701, 3.424)
H (2.867, -0.473, 3.172)
H (3.225, -1.404, 6.142)
H (2.915, -2.479, 4.760)
H (1.480, -2.421, 7.399)
H (1.396, -3.669, 6.139)
H (-0.770, -2.289, 6.103)
C (0.087, 5.063, -4.992)
C (0.174, 3.741, -4.282)
C (-0.939, 3.165, -3.696)
C (-0.863, 1.949, -3.036)
C (-2.129, 1.388, -2.460)
C (0.357, 1.258, -2.909)
As (0.088, -0.575, -1.927)
N (-0.161, 0.195, -0.238)
C (0.557, 1.248, 0.246)
C (0.098, 1.952, 1.375)
C (0.823, 2.973, 1.943)
C (2.028, 3.373, 1.384)
C (2.485, 2.721, 0.250)
C (1.774, 1.682, -0.304)
C (1.879, -1.426, -2.092)
C (2.836, -1.710, -1.112)
C (2.762, -1.199, 0.296)
C (3.947, -2.495, -1.427)
C (4.157, -3.009, -2.690)
C (5.373, -3.830, -3.023)
C (3.197, -2.744, -3.658)
C (2.071, -1.995, -3.369)
C (1.049, -1.811, -4.448)
C (1.473, 1.828, -3.533)
C (2.853, 1.219, -3.551)
C (1.368, 3.050, -4.195)
H (-0.923, 5.461, -4.929)
H (0.350, 4.952, -6.043)
H (0.773, 5.782, -4.545)
H (-1.893, 3.675, -3.764)
H (-2.968, 2.065, -2.624)
H (-1.993, 1.215, -1.392)
H (-2.349, 0.415, -2.910)
H (-0.851, 1.665, 1.812)
H (0.440, 3.456, 2.832)
H (2.596, 4.180, 1.820)
H (3.425, 3.012, -0.207)
H (2.167, 1.165, -1.161)
H (1.731, -1.184, 0.631)
H (3.179, -0.193, 0.372)
H (3.326, -1.854, 0.961)
H (4.666, -2.714, -0.646)
H (5.999, -3.978, -2.144)
H (5.963, -3.331, -3.794)
H (5.078, -4.806, -3.408)
H (3.325, -3.154, -4.654)
H (1.404, -2.225, -5.390)
H (0.803, -0.754, -4.583)
H (0.146, -2.335, -4.128)
H (2.886, 0.265, -3.037)
H (3.567, 1.902, -3.086)
H (3.178, 1.058, -4.580)
H (2.255, 3.473, -4.649)

---

no.,E_tot (eV)
1,-164832.765
2,-111330.536
3,-70800.324
4,-221670.274
5,-169531.029